{
  "formula": "C30H26MgN6S5",
  "method": "wB97M-V/def2-TZVPD",
  "lumo_ha": -0.0557,
  "de_lowest_kcal_mol": 17.1,
  "species": ["Mg", "C", "C", "N", "C", "C", "S", "C", "C", "N", "H", "H", "H", "H", "H", "H", "H", "H", "H", "H", "H", "H", "H", "H", "S", "C", "C", "C", "C", "C", "C", "N", "C", "C", "C", "C", "C", "C", "C", "C", "N", "C", "C", "C", "C", "C", "S", "C", "H", "H", "H", "H", "H", "H", "H", "H", "H", "H", "H", "H", "S", "C", "S", "C", "C", "N", "C", "N"],
  "coordinates": [[0.1199, -0.0394, -0.1308], [-2.4428, 1.2546, 0.8768], [-2.7245, -0.0294, 0.0897], [-1.7420, -1.0785, 0.4197], [-2.0879, -1.9241, 1.5676], [-2.1299, -1.2296, 2.9275], [-0.5613, -0.4403, 3.4127], [-0.9330, 1.3458, 3.4662], [-0.6007, 2.1536, 2.2043], [-0.9952, 1.5062, 0.9511], [-2.9529, 2.0924, 0.3925], [-2.8482, 1.1689, 1.8828], [-3.7514, -0.3639, 0.2737], [-2.6284, 0.1823, -0.9765], [-1.6913, -1.7038, -0.3809], [-3.0745, -2.3811, 1.4148], [-1.3460, -2.7255, 1.6161], [-2.9227, -0.4886, 2.9906], [-2.3204, -1.9876, 3.6862], [-1.9825, 1.4335, 3.7413], [-0.3468, 1.7354, 4.2983], [-1.1087, 3.1217, 2.3026], [0.4725, 2.3481, 2.1484], [-0.8036, 2.2278, 0.2233], [4.5377, -2.4607, 4.9830], [4.4843, -1.4899, 6.3902], [3.7013, -0.3935, 6.2181], [3.1307, -0.3300, 4.9243], [3.4839, -1.3789, 4.1206], [3.0450, -1.6871, 2.7639], [2.3067, -0.7699, 2.0006], [1.7480, -1.0473, 0.8393], [1.9600, -2.2655, 0.2891], [2.7990, -3.2152, 0.9078], [3.1047, -4.4422, 0.2367], [2.6114, -4.6957, -0.9934], [1.7468, -3.7564, -1.6418], [1.2727, -3.9543, -2.9419], [0.4585, -3.0088, -3.5405], [0.0644, -1.9069, -2.7470], [0.4892, -1.7056, -1.5184], [1.3741, -2.5736, -0.9778], [0.0219, -3.1243, -4.9227], [-0.5796, -2.1770, -5.7049], [-0.8283, -2.6213, -7.0246], [-0.4190, -3.9009, -7.2324], [0.2781, -4.5861, -5.8294], [3.3058, -2.9142, 2.1724], [5.0395, -1.7892, 7.2641], [3.5359, 0.3464, 6.9872], [2.4572, 0.4548, 4.6103], [2.1885, 0.2456, 2.3537], [3.7615, -5.1440, 0.7352], [2.8646, -5.6044, -1.5249], [1.5633, -4.8461, -3.4837], [-0.6483, -1.1901, -3.1315], [-0.8458, -1.1951, -5.3398], [-1.2875, -2.0120, -7.7885], [-0.4828, -4.4905, -8.1326], [3.9138, -3.6520, 2.6805], [-0.8843, 3.9753, -1.2360], [-1.1136, 2.5149, -2.0708], [0.2207, 1.3592, -2.1459], [-2.3132, 2.2275, -2.7339], [-2.5797, 0.9402, -3.2420], [-2.7996, -0.1431, -3.5877], [-3.3786, 3.1636, -2.7829], [-4.2600, 3.9068, -2.8003]],
  "forces_ev_per_angstrom": [[-0.389, 0.535, -0.196], [-0.151, -0.174, -0.074], [-0.025, 0.268, 0.077], [-0.085, -0.347, -0.302], [-0.003, 0.055, 0.206], [0.321, 0.126, -0.122], [0.065, 0.091, 0.087], [0.058, -0.247, -0.246], [-0.153, -0.126, 0.190], [0.222, 0.478, -0.157], [0.024, 0.004, -0.004], [-0.001, 0.065, -0.050], [0.018, -0.015, -0.052], [-0.039, -0.076, 0.060], [-0.193, -0.020, 0.025], [0.046, -0.057, -0.036], [-0.045, -0.020, -0.028], [-0.061, -0.054, 0.024], [-0.122, -0.014, -0.039], [0.014, 0.098, 0.075], [-0.074, 0.039, 0.028], [0.135, 0.050, -0.015], [-0.022, 0.023, 0.032], [-0.010, -0.025, 0.208], [-0.167, 0.281, -0.100], [0.031, -0.126, -0.114], [0.052, 0.087, 0.131], [-0.115, -0.032, -0.238], [0.301, -0.085, 0.400], [0.110, -0.514, -0.283], [0.012, 0.229, 0.006], [0.047, -0.128, 0.008], [0.383, -0.243, 0.414], [-0.187, 0.196, -0.160], [-0.017, -0.118, -0.083], [0.117, 0.010, 0.081], [-0.035, 0.228, 0.227], [-0.298, 0.279, -0.201], [0.334, -0.290, 0.335], [-0.259, -0.023, -0.061], [0.484, -0.181, 0.123], [-0.070, -0.507, -0.532], [-0.104, -0.236, -0.415], [0.013, 0.051, 0.279], [-0.033, -0.021, -0.156], [0.074, -0.095, 0.067], [-0.077, 0.275, 0.100], [-0.082, 0.401, 0.135], [-0.012, 0.036, 0.014], [-0.006, -0.007, -0.006], [0.001, 0.012, 0.011], [-0.147, -0.010, 0.083], [-0.021, -0.031, -0.027], [0.020, -0.018, 0.045], [0.066, -0.014, 0.015], [-0.026, 0.175, 0.005], [-0.027, 0.043, -0.023], [-0.019, 0.000, 0.021], [-0.029, 0.043, -0.016], [-0.015, -0.049, 0.034], [-0.120, -0.184, 0.079], [0.312, 0.599, 0.180], [-0.177, -0.363, -0.042], [0.162, -0.121, 0.133], [0.120, -0.320, -0.203], [0.067, -0.028, -0.031], [-0.175, 0.216, 0.145], [-0.017, -0.070, -0.070]]
}